1.
Below is a 2-piece molecular cluster, C3H9NO2S2 overall, with properties calculated with wB97M-V/def2-TZVPD.

## Properties
**Molar mass**: 155.24 u
**Electronic energy**: -30510.9833 eV
**Frontier orbital gap**: 9.803 eV
**LUMO**: 0.0139 Eh
**Relative energy (zero: lowest compared OMol25 entry of this formula, charge and spin)**: 2.381 eV
**SMILES string**: N[C@H](C=O)CSS.O
**E_HOMO**: -0.346 Ha
**Net charge**: 0

Element x y z (Å)
H: -0.1736 -4.4358 -0.4765
C: -0.1834 -0.0910 -0.2965
S: 1.1888 -2.4440 -1.4455
O: -0.6787 1.1528 1.8446
H: 1.7576 -0.7682 0.2008
C: 0.8176 -1.2031 -0.0279
C: -0.7416 0.1136 1.1991
S: 1.2413 -4.1816 -0.4470
N: 0.5674 1.0537 -0.8941
O: -0.9191 3.8694 0.0149
H: -1.1715 -0.3134 -0.8748
H: -1.4643 -0.6093 1.6961
H: -0.8951 3.1392 0.6925
H: -1.2841 3.5408 -0.8298
H: 1.4622 1.2068 -0.5346
H: 0.4509 -1.8104 0.7907
H: 0.0254 1.7808 -0.6121

Atoms 1-2, force components in eV/Å:
H 1.869 0.100 0.112
C 0.191 0.168 0.910

---

2.
Below is C34H35NP2Ti as an isolated structure, with properties calculated with wB97M-V/def2-TZVPD.

## Properties
**Molar mass**: 567.48 u
**Electronic energy**: -78994.0720 eV
**Frontier orbital gap**: 6.911 eV
**LUMO**: -0.2533 Eh
**E_HOMO**: -0.507 Ha
**Net charge**: +2

Element x y z (Å)
H: -2.9374 -3.0770 3.2142
H: -2.0577 -0.3424 -1.0766
C: 2.8506 2.2627 -2.1247
H: -3.1058 3.8815 -0.8796
P: -1.4128 -1.6655 1.1832
C: 0.9511 -0.8737 -3.0269
H: -4.5036 -2.2710 4.9322
C: 3.9751 1.5262 -0.1139
H: 0.2772 6.4484 -1.4321
C: 2.8102 1.9197 -0.7713
C: 5.2171 1.8409 -2.1480
C: -2.5365 -1.0956 2.4452
H: -0.2636 -3.2133 -1.9430
H: -2.7704 -0.9997 -3.3685
H: 0.5040 -1.2024 -3.9646
C: -4.2971 -0.2063 4.3797
P: 1.2258 1.8445 0.0785
N: 0.9460 -0.3903 1.6698
H: 6.0825 1.1953 -0.2933
H: -4.9861 0.1413 5.1376
H: -0.3749 -3.3276 2.7233
H: 2.5368 -2.2417 -2.6981
C: -1.1849 3.0063 -0.4951
H: -2.3190 0.9807 1.9049
C: -2.0356 4.0372 -0.8580
H: -3.9006 1.7650 3.6307
C: 1.5328 1.9947 1.8773
H: 6.1575 1.8192 -2.6823
H: 1.3914 -1.9509 4.5312
H: -3.4043 -3.3468 -3.8130
H: 0.7042 2.5842 2.2786
C: 1.3537 -1.2766 3.6902
C: -2.5236 -3.6769 -0.5559
H: 3.9547 1.2436 0.9322
C: -3.6890 0.7089 3.5321
H: -1.6031 2.0408 -0.2160
C: 1.8106 0.0912 3.6748
C: -2.2346 -1.3999 -1.3230
C: 0.7255 4.4525 -0.8056
C: -2.6901 -1.7444 -2.5881
C: -0.1301 5.4813 -1.1701
Ti: 0.2805 -0.5271 -0.1109
C: 1.5583 -2.0515 -2.2463
H: 2.1996 -2.4442 -0.1609
C: -3.1447 -2.0168 3.2996
H: 0.4218 -3.2589 1.1474
C: -2.9720 -4.0174 -1.8223
C: -2.8048 0.2666 2.5606
H: 1.7015 -0.1153 -3.2490
H: 2.2575 0.6193 4.5019
C: 0.7400 -3.3325 -2.3551
H: 0.6350 -3.6345 -3.3973
C: 1.5193 0.6126 2.4554
H: 0.1271 -0.3519 -2.4985
H: -2.1622 6.0820 -1.4861
H: -2.4630 -4.4322 0.2174
H: 1.9490 2.5773 -2.6375
C: 0.8271 -1.5440 2.4688
H: 2.5214 -0.8024 -0.7420
H: 2.4520 2.5487 2.0701
C: 4.0562 2.2278 -2.8069
H: 4.0928 2.5111 -3.8503
H: 1.2315 -4.1482 -1.8228
C: 1.8102 -1.6471 -0.7940
H: -3.2662 -5.0381 -2.0276
C: -0.0424 -2.6560 1.9334
C: 5.1768 1.4903 -0.8057
C: -2.1596 -2.3584 -0.2950
C: -1.5031 5.2741 -1.1978
H: 1.7951 4.6195 -0.7858
C: 0.1966 3.2086 -0.4661
C: -3.0508 -3.0610 -2.8314
C: -4.0266 -1.5650 4.2664

Atoms 1-2, force components in eV/Å:
H -0.002 -0.001 0.000
H -0.008 -0.047 -0.139

---

3.
Below is a 5-piece molecular cluster, C31H35F4I2N2O4S2 overall, with properties calculated with wB97M-V/def2-TZVPD.

## Properties
**Molar mass**: 893.57 u
**Electronic energy**: -92621.6455 eV
**Frontier orbital gap**: 7.934 eV
**LUMO**: 0.0795 Eh
**E_HOMO**: -0.212 Ha
**Net charge**: -1

Element x y z (Å)
H: 4.7822 -1.9633 0.0969
H: -2.3028 5.4248 1.4850
H: -2.6010 5.3950 -4.8274
H: -1.2506 4.7205 -2.8389
C: -5.0622 5.5739 3.4739
I: -2.5795 1.6606 -0.1226
S: 1.6224 0.7609 3.3544
H: 3.5133 4.9480 0.4180
H: -2.3442 -9.9747 -0.5596
C: 1.7667 2.6454 3.4344
H: 2.8891 -6.3465 -1.2691
S: -1.0954 0.1569 2.5306
H: -7.0999 5.5593 2.7636
C: -0.7503 1.9833 -4.7893
H: -0.2200 1.0370 -4.7666
H: 5.7943 3.7217 1.9113
C: -2.0856 4.4379 -4.8137
C: -4.3358 5.4307 0.7997
C: -2.1803 3.5756 -5.9089
H: -1.4171 -3.1345 1.5783
C: -0.5077 -8.8766 -0.8213
H: 2.3114 -2.2991 0.0077
C: -1.5158 2.3483 -5.8964
C: -3.7124 5.5393 3.1206
C: -1.8933 -9.0326 -0.8613
F: -3.9848 5.3619 -0.4913
H: -6.4355 5.4480 0.3597
H: 0.9244 3.1973 2.7975
H: -2.5018 -1.9070 -0.4751
F: 1.3862 -7.5122 -1.1571
H: -2.7537 -5.9437 -2.0118
C: -1.3290 4.0675 -3.7020
C: 2.9888 -3.1058 -0.2519
O: -1.3517 -0.9836 3.5462
H: -1.5943 1.6771 -6.7483
O: 3.0037 0.0665 3.0415
H: -0.2763 -5.6657 -1.9090
H: -2.9461 5.5729 3.8912
H: 6.2792 4.6504 0.6244
F: 1.1470 -4.5182 -0.6694
H: -0.3304 -3.3928 0.0374
C: -2.6998 -7.9758 -1.2908
C: -3.3471 5.4616 1.7769
N: 5.4782 4.5364 1.3129
H: 1.7027 2.9498 4.5867
I: -0.4485 -0.5082 -1.7017
C: 4.2540 4.0229 0.5376
H: 0.2136 -2.2005 1.3927
C: -0.7256 -2.5596 0.7944
C: -2.1807 -0.2157 1.0188
O: 1.1696 0.2250 4.7390
H: 6.3012 -3.8266 -0.5286
H: -3.1937 -0.6645 1.4622
C: 4.6974 -5.2053 -0.9460
C: 5.2232 -3.9705 -0.5580
H: -3.7801 -8.0994 -1.3261
H: 4.1290 2.7422 3.5775
H: 4.3105 1.8494 1.2616
O: -1.6435 1.5138 3.1087
C: 3.2401 3.1336 2.8851
N: 0.5661 0.3399 2.0253
C: 0.0558 -7.6632 -1.2003
H: 0.1351 -9.6890 -0.4984
C: 3.3155 -5.3920 -0.9784
C: -1.5619 -1.3719 0.0294
C: 3.5208 2.7412 1.3021
H: -2.7742 3.8629 -6.7739
H: 5.3635 -6.0191 -1.2214
C: -0.7397 -6.6042 -1.6232
H: 3.2684 4.3101 2.9701
C: 2.4742 -4.3400 -0.6334
H: 4.5880 3.6710 -0.5457
F: 0.0641 2.4917 -2.6353
H: -5.3480 5.6302 4.5221
H: 2.5729 2.3543 0.7333
C: -2.1243 -6.7634 -1.6740
C: -0.6665 2.8449 -3.7012
C: 4.3706 -2.9222 -0.2087
C: -5.6831 5.4697 1.1414
C: -6.0491 5.5362 2.4857

Atoms 1-2, force components in eV/Å:
H -0.173 -0.161 -0.023
H -0.116 -0.052 0.003

---

4.
Below is one molecule with the formula C21H27FN4O, with properties calculated with wB97M-V/def2-TZVPD.

## Properties
**Molar mass**: 370.47 u
**Electronic energy**: -32941.1312 eV
**Frontier orbital gap**: 8.908 eV
**LUMO**: 0.0239 Eh
**Relative energy (zero: lowest compared OMol25 entry of this formula, charge and spin)**: 0.459 eV
**SMILES string**: O=C(Nc1ccnn1C1CCN(Cc2ccccc2F)CC1)C1CCCC1
**E_HOMO**: -0.303 Ha
**Net charge**: 0

Element x y z (Å)
H: -3.1829 -1.7326 0.8440
F: 0.3201 4.3738 1.0849
H: 2.5400 -4.6379 1.2675
C: 0.5147 -6.0772 2.6557
H: 1.5966 2.1436 0.6861
H: -2.1374 5.0559 1.2935
H: -3.0167 4.5573 -2.8659
N: -0.3548 -2.1502 1.3009
C: -2.4355 -1.3717 0.1673
H: 1.1677 -2.8880 3.1911
C: 1.5802 0.1084 -0.0128
H: 0.5118 -0.5861 -3.2052
H: -3.5247 -0.3356 -1.4798
N: -1.4515 -0.3907 -1.5841
C: 1.0338 -3.7121 2.4851
O: 1.0240 -3.4658 0.0739
C: 1.1090 -0.0752 -2.4507
H: 1.6642 3.8637 -2.4387
H: 1.9840 3.9716 -0.6958
C: -1.8450 4.7953 0.2883
C: -2.3217 4.5142 -2.0412
H: 1.3472 -1.7420 -1.1063
H: -0.1431 -4.6006 4.0819
C: -2.6121 -0.6578 -1.0194
H: -0.3614 1.4873 -2.3246
C: 1.0985 1.5533 -0.0863
C: -1.0643 -1.5217 0.2715
C: -0.0904 4.0583 -1.2279
C: -1.0117 4.1296 -2.2667
C: 0.7299 1.4048 -2.4381
C: 0.9000 -0.7407 -1.0924
H: 2.1645 -0.1727 -2.7068
C: 2.0063 -5.9163 2.9250
H: 0.0563 -6.8689 3.2466
H: -3.7633 5.1425 -0.5849
H: 2.1901 -5.9176 4.0013
H: -0.6900 3.8855 -3.2680
N: 1.4428 2.1031 -1.3825
H: 1.0182 1.8498 -3.3941
C: 1.3148 3.5500 -1.4511
C: -0.5434 4.4030 0.0399
H: 2.6036 -6.7058 2.4731
C: -0.0410 -4.6980 2.9995
H: 1.3840 -0.2991 0.9797
C: -2.7420 4.8432 -0.7639
H: 0.0098 1.5874 0.1025
H: 2.6559 0.0842 -0.1878
N: -0.5106 -0.9059 -0.7990
H: -0.7698 -2.0464 2.2163
C: 2.3201 -4.5421 2.3323
C: 0.5934 -3.1221 1.1511
H: 0.3518 -6.2879 1.5982
H: 3.1713 -4.0666 2.8168
H: -1.0177 -4.5231 2.5467

Atoms 1-2, force components in eV/Å:
H -0.116 -0.140 0.153
F -0.051 -0.021 -0.101

---

5.
Below is C4H6S3 as an isolated structure, with properties calculated with wB97M-V/def2-TZVPD.

## Properties
**Molar mass**: 150.29 u
**Electronic energy**: -36749.2929 eV
**Frontier orbital gap**: 8.593 eV
**LUMO**: -0.0110 Eh
**Relative energy (zero: lowest compared OMol25 entry of this formula, charge and spin)**: 0.965 eV
**E_HOMO**: -0.327 Ha
**Net charge**: 0

Element x y z (Å)
S: 1.1754 -0.3458 1.5441
H: -0.5350 0.7564 -2.1064
C: -0.6570 0.3463 0.1322
H: -2.2379 -0.8213 -0.6520
C: 0.4184 -0.6579 0.0106
S: -0.4374 1.5871 -1.0934
H: -2.8753 0.8753 0.1653
C: -2.1958 -0.0922 0.2092
H: -2.5492 -0.6617 1.1569
C: -0.1151 0.8411 1.4194
H: -1.0271 0.7627 2.0714
H: 0.2297 1.8237 1.2938
S: 0.7803 -1.5762 -1.2355

Atoms 1-2, force components in eV/Å:
S 0.460 -0.794 0.028
H -0.054 -0.415 -0.731

---

6.
Below is a 2-piece molecular cluster, C2H4N4O2S overall, with properties calculated with wB97M-V/def2-TZVPD.

## Properties
**Molar mass**: 148.15 u
**Electronic energy**: -23024.2982 eV
**Frontier orbital gap**: 8.454 eV
**LUMO**: -0.0215 Eh
**Relative energy (zero: lowest compared OMol25 entry of this formula, charge and spin)**: 3.775 eV
**E_HOMO**: -0.332 Ha
**Net charge**: 0

Element x y z (Å)
O: -0.7881 1.7272 -0.8978
H: -2.2395 -1.8276 -1.2410
O: -3.0060 -0.0650 1.2147
S: -0.7245 -3.1059 0.0990
N: -2.2490 -2.6766 0.5689
N: -2.1002 -2.8726 -0.8252
C: -1.9712 -0.2202 0.6857
H: 0.2249 -1.9758 -0.5543
N: 0.7280 0.1257 -1.4713
C: -0.3943 0.5965 -0.7585
H: 1.0385 -0.7405 -1.1327
N: -0.9608 -0.3316 0.0484
H: 1.2380 0.8607 -1.9223

Atoms 1-2, force components in eV/Å:
O -0.297 0.215 0.108
H 1.192 -2.569 0.413

---

Repeat the second record exactly.
Below is C34H35NP2Ti as an isolated structure, with properties calculated with wB97M-V/def2-TZVPD.

## Properties
**Molar mass**: 567.48 u
**Electronic energy**: -78994.0720 eV
**Frontier orbital gap**: 6.911 eV
**LUMO**: -0.2533 Eh
**E_HOMO**: -0.507 Ha
**Net charge**: +2

Element x y z (Å)
H: -2.9374 -3.0770 3.2142
H: -2.0577 -0.3424 -1.0766
C: 2.8506 2.2627 -2.1247
H: -3.1058 3.8815 -0.8796
P: -1.4128 -1.6655 1.1832
C: 0.9511 -0.8737 -3.0269
H: -4.5036 -2.2710 4.9322
C: 3.9751 1.5262 -0.1139
H: 0.2772 6.4484 -1.4321
C: 2.8102 1.9197 -0.7713
C: 5.2171 1.8409 -2.1480
C: -2.5365 -1.0956 2.4452
H: -0.2636 -3.2133 -1.9430
H: -2.7704 -0.9997 -3.3685
H: 0.5040 -1.2024 -3.9646
C: -4.2971 -0.2063 4.3797
P: 1.2258 1.8445 0.0785
N: 0.9460 -0.3903 1.6698
H: 6.0825 1.1953 -0.2933
H: -4.9861 0.1413 5.1376
H: -0.3749 -3.3276 2.7233
H: 2.5368 -2.2417 -2.6981
C: -1.1849 3.0063 -0.4951
H: -2.3190 0.9807 1.9049
C: -2.0356 4.0372 -0.8580
H: -3.9006 1.7650 3.6307
C: 1.5328 1.9947 1.8773
H: 6.1575 1.8192 -2.6823
H: 1.3914 -1.9509 4.5312
H: -3.4043 -3.3468 -3.8130
H: 0.7042 2.5842 2.2786
C: 1.3537 -1.2766 3.6902
C: -2.5236 -3.6769 -0.5559
H: 3.9547 1.2436 0.9322
C: -3.6890 0.7089 3.5321
H: -1.6031 2.0408 -0.2160
C: 1.8106 0.0912 3.6748
C: -2.2346 -1.3999 -1.3230
C: 0.7255 4.4525 -0.8056
C: -2.6901 -1.7444 -2.5881
C: -0.1301 5.4813 -1.1701
Ti: 0.2805 -0.5271 -0.1109
C: 1.5583 -2.0515 -2.2463
H: 2.1996 -2.4442 -0.1609
C: -3.1447 -2.0168 3.2996
H: 0.4218 -3.2589 1.1474
C: -2.9720 -4.0174 -1.8223
C: -2.8048 0.2666 2.5606
H: 1.7015 -0.1153 -3.2490
H: 2.2575 0.6193 4.5019
C: 0.7400 -3.3325 -2.3551
H: 0.6350 -3.6345 -3.3973
C: 1.5193 0.6126 2.4554
H: 0.1271 -0.3519 -2.4985
H: -2.1622 6.0820 -1.4861
H: -2.4630 -4.4322 0.2174
H: 1.9490 2.5773 -2.6375
C: 0.8271 -1.5440 2.4688
H: 2.5214 -0.8024 -0.7420
H: 2.4520 2.5487 2.0701
C: 4.0562 2.2278 -2.8069
H: 4.0928 2.5111 -3.8503
H: 1.2315 -4.1482 -1.8228
C: 1.8102 -1.6471 -0.7940
H: -3.2662 -5.0381 -2.0276
C: -0.0424 -2.6560 1.9334
C: 5.1768 1.4903 -0.8057
C: -2.1596 -2.3584 -0.2950
C: -1.5031 5.2741 -1.1978
H: 1.7951 4.6195 -0.7858
C: 0.1966 3.2086 -0.4661
C: -3.0508 -3.0610 -2.8314
C: -4.0266 -1.5650 4.2664

Atoms 1-2, force components in eV/Å:
H -0.002 -0.001 0.000
H -0.008 -0.047 -0.139